Entry 1:
An isolated molecule of C4H7NO in a non-equilibrium geometry, computed with the ωB97M-V functional and the def2-TZVPD basis.

Last column: Mulliken charge in e.
Positions of all 13 atoms, in Å:
C1 1.6133 0.5146 -0.0313  -0.956
C2 0.9019 -0.7798 0.3305  -0.403
N1 -0.1835 -1.2829 -0.4283  -0.484
C3 -1.1282 -0.5078 -0.1560  0.429
C4 -2.0425 0.5902 -0.4394  -0.219
O1 -2.3285 -0.5621 0.4318  -0.368
H1 1.7659 1.1463 0.8411  0.277
H2 1.0078 1.0619 -0.7518  0.354
H3 2.5780 0.3190 -0.4917  0.271
H4 1.6174 -1.6348 0.5249  0.375
H5 0.7789 -0.9942 1.4412  0.266
H6 -1.9531 1.5363 0.0795  0.241
H7 -2.6274 0.5933 -1.3506  0.218

HOMO energy: -8.50 eV
E: -286.44317 Ha
2S+1: 1
LUMO energy: 0.67 eV
SMILES: CC/N=C1\CO1
energy above the lowest of the compared OMol25 structures with the same formula, charge and spin: 118.27 kcal per mole

Entry 2:
A 2-piece molecular cluster, C2H7BrNOP overall in a non-equilibrium geometry, computed with the ωB97M-V functional and the def2-TZVPD basis.

Last column: Mulliken charge in e.
Positions of all 13 atoms, in Å:
O1 -0.4516 3.8595 0.3428  -0.388
P1 -0.1309 2.5057 0.5512  0.596
Br1 -0.6925 2.1075 2.7506  -0.273
C1 0.5390 -1.4417 0.7374  -0.918
N1 -0.4413 -0.4409 -0.0474  -0.270
C2 0.0142 -0.2895 -1.4452  -0.815
H1 1.4954 -1.0424 0.9985  0.295
H2 -0.0759 -1.5026 1.6334  0.327
H3 0.7188 -2.2823 0.1107  0.379
H4 -1.2401 -0.9201 -0.1634  0.222
H5 -0.8758 -0.1014 -2.0215  0.376
H6 0.5908 0.7266 -1.6673  0.184
H7 0.5499 -1.1785 -1.7797  0.286

HOMO energy: -9.63 eV
E: -3125.74136 Ha
2S+1: 1
LUMO energy: -0.63 eV
SMILES: O=PBr.CNC
energy above the lowest of the compared OMol25 structures with the same formula, charge and spin: 19.78 kcal per mole

Q: energy above the lowest of the compared OMol25 structures with the same formula, charge and spin of number 1 (C4H7NO)?
A: 118.27 kcal per mole